1.
This record from the OMol25 dataset describes C33H27Cl5EuN6O3SSe as an isolated structure at a distorted geometry. The level of theory is ωB97M-V/def2-TZVPD.

XYZ file:
```
77
Properties=species:S:1:pos:R:3:forces:R:3:mulliken_charge:R:1
Eu -0.3893 -0.5823 -0.2985 1.327 -0.408 1.130 0.668
Se 6.9880 -2.1587 2.9557 0.512 -0.096 0.219 0.312
N 5.3523 -2.3616 3.5660 -0.498 -0.100 0.206 -0.856
C 4.5310 -1.9525 2.6316 0.376 0.044 -0.124 1.015
C 3.0881 -1.9629 2.7599 -0.380 0.040 -0.056 0.229
C 2.4438 -2.4619 3.8948 0.049 0.062 -0.105 -0.552
C 1.0705 -2.4268 3.9456 0.076 -0.036 0.063 -1.259
C 0.3747 -1.8935 2.8653 -0.150 0.080 0.043 0.087
N 0.9645 -1.4297 1.7715 0.160 -0.058 -0.089 0.385
C 2.3100 -1.4641 1.7078 0.026 -0.160 0.326 0.087
C 2.9446 -0.9715 0.4806 0.201 0.096 -0.195 -0.680
N 2.1337 -0.5159 -0.4907 0.351 -0.128 0.086 0.128
C 2.6713 -0.1085 -1.6324 -0.027 0.061 -0.027 -0.375
C 4.0420 -0.1030 -1.8683 0.052 0.001 -0.040 -1.074
C 4.8857 -0.5353 -0.8711 -0.051 -0.016 0.108 -0.629
C 4.3372 -0.9860 0.3319 -0.266 0.114 -0.234 0.221
C 5.1520 -1.4693 1.4270 0.123 -0.139 0.367 1.140
N 6.4611 -1.4993 1.4137 -0.133 0.195 -0.505 -0.857
H 3.0437 -2.8613 4.7017 -0.033 -0.002 0.021 0.566
H 0.5329 -2.8059 4.8030 -0.031 0.036 -0.014 0.472
H -0.7061 -1.8295 2.8944 0.009 -0.020 -0.051 0.263
H 1.9811 0.2423 -2.3908 -0.014 -0.007 0.006 0.529
H 4.4273 0.2350 -2.8199 -0.031 0.013 0.001 0.523
H 5.9612 -0.5377 -0.9902 -0.005 -0.020 -0.026 0.567
Cl -3.6413 -3.0610 -6.4582 -0.010 -0.003 0.008 -0.177
C -2.6105 -2.7494 -5.1212 0.062 -0.007 0.025 0.521
C -2.8779 -1.6905 -4.2605 -0.006 -0.012 0.013 -0.275
Cl -4.2425 -0.6823 -4.5167 -0.050 0.034 0.000 -0.187
C -2.0316 -1.4494 -3.1873 0.158 -0.264 -0.119 1.288
Cl -2.3586 -0.1322 -2.0943 -0.729 0.114 -0.711 -0.216
C -0.8834 -2.2194 -2.9250 -0.351 -0.120 -0.545 -1.162
O -0.0925 -1.9565 -1.9230 -0.104 -0.445 -0.664 -0.382
C -0.6472 -3.2871 -3.8132 0.102 0.050 0.150 0.488
Cl 0.7415 -4.2575 -3.5119 0.018 -0.014 0.013 -0.189
C -1.4890 -3.5508 -4.8848 -0.087 0.072 0.011 0.057
Cl -1.1561 -4.8684 -5.9275 0.028 -0.037 -0.030 -0.167
O -1.4758 0.5386 1.1404 -0.830 0.092 0.644 0.343
C -2.3282 0.4514 2.1391 -0.355 -0.050 0.288 0.524
C -2.4643 1.5283 3.0341 0.107 0.014 -0.133 -0.712
C -3.3545 1.4956 4.0838 -0.026 -0.052 -0.003 -0.682
C -4.1515 0.3723 4.2893 -0.074 0.008 0.090 -0.943
C -4.0278 -0.7012 3.4375 0.067 -0.076 -0.098 -0.986
C -3.1301 -0.6964 2.3604 0.059 0.249 0.097 0.811
C -3.0100 -1.8741 1.5077 0.113 -0.098 -0.228 0.105
N -2.0781 -2.1063 0.5841 -0.276 -0.183 0.249 0.438
C -2.3236 -3.3663 0.0767 0.021 -0.099 -0.055 -0.676
C -3.4063 -3.9017 0.6900 0.051 -0.030 -0.126 -0.799
N -3.8292 -2.9499 1.5846 -0.006 0.069 0.068 -0.082
H -1.8353 2.3948 2.8700 -0.005 0.001 -0.006 0.438
H -3.4350 2.3429 4.7523 0.016 0.011 -0.013 0.461
H -4.8535 0.3369 5.1109 0.009 0.000 -0.010 0.409
H -4.6382 -1.5771 3.6224 -0.010 0.013 0.036 0.344
H -1.6989 -3.7955 -0.6894 -0.011 -0.001 0.006 0.492
H -3.9042 -4.8468 0.5682 -0.012 0.023 0.015 0.438
H -4.6316 -3.0337 2.1821 -0.022 0.025 0.016 0.158
C 2.4771 3.6953 -2.2113 -0.075 0.115 0.046 -0.995
C 2.1684 4.3161 -0.8499 -0.016 -0.171 -0.175 -0.516
C 1.8055 3.2805 0.2072 -0.364 0.021 -0.013 -0.582
S 0.1433 2.5126 0.2793 0.815 1.322 0.122 0.756
O 0.0856 1.5895 -0.9295 -0.044 0.186 -0.416 -0.516
C -0.9820 3.8933 -0.0895 0.126 -0.326 0.098 -0.928
C -1.1056 4.3038 -1.5572 -0.069 -0.170 -0.146 -0.086
C -2.2344 3.5864 -2.2950 0.067 0.043 0.038 -1.300
H 2.7486 4.4684 -2.9297 -0.002 -0.030 -0.023 0.355
H 1.6207 3.1455 -2.6047 0.054 -0.036 -0.009 0.145
H 3.3182 3.0041 -2.1294 -0.009 -0.023 -0.014 0.339
H 1.3813 5.0654 -0.9398 0.041 0.054 0.055 0.285
H 3.0564 4.8429 -0.4940 -0.025 0.015 0.041 0.453
H 1.9350 3.6763 1.2175 -0.009 -0.019 0.010 0.526
H 2.4431 2.3974 0.1037 0.037 -0.006 0.148 0.141
H -0.6494 4.7071 0.5586 0.026 -0.030 0.036 0.525
H -1.9379 3.5256 0.2920 -0.012 0.095 0.052 0.493
H -0.1729 4.1100 -2.0851 -0.030 0.108 0.010 -0.049
H -1.2783 5.3808 -1.5887 0.040 0.015 0.034 0.458
H -1.9812 2.5420 -2.4718 -0.032 0.040 0.026 0.096
H -2.4092 4.0613 -3.2601 -0.006 -0.046 -0.021 0.414
H -3.1684 3.6281 -1.7316 -0.002 0.009 0.001 0.393
```
Forces are in eV/Å.

E_HOMO (spin up / spin down)   -10.30 / -10.31 eV
HOMO-LUMO gap (spin up / spin down)   7.05 / 7.06 eV
LUMO (spin up / spin down)   -3.25 / -3.25 eV
Total charge   +1
Spin multiplicity   7
Energy relative to the best compared isomer or geometry (same formula, charge and spin)   0.0 kcal per mole

---

2.
This record from the OMol25 dataset describes a 17-piece molecular cluster, C24H82O17 overall at a distorted geometry. The level of theory is ωB97M-V/def2-TZVPD.

XYZ file:
```
123
Properties=species:S:1:pos:R:3:forces:R:3:mulliken_charge:R:1
O 0.5901 6.0771 -3.4858 0.289 0.136 0.288 -0.625
H 0.9079 5.7445 -4.3252 0.148 -0.095 -0.200 0.300
H -0.3365 5.8374 -3.4680 -0.459 -0.156 0.066 0.311
O 2.1121 4.6009 -0.8477 0.388 -0.195 0.058 -0.552
H 1.4746 4.7193 -0.1435 -0.191 -0.036 0.306 0.239
H 1.8203 5.1962 -1.5381 -0.241 0.227 -0.469 0.306
O -2.6399 4.6571 -3.2231 0.232 0.255 -0.140 -0.595
H -2.7698 4.2002 -2.3920 -0.042 -0.158 0.414 0.323
H -3.1543 4.1555 -3.8556 -0.083 -0.075 -0.168 0.277
O -2.1632 -4.0590 -4.9514 -0.025 -0.332 0.105 -0.654
H -3.0917 -3.8277 -4.9258 -0.264 0.045 -0.092 0.298
H -1.7156 -3.2960 -4.5855 0.326 0.375 0.152 0.337
O 0.8581 0.8892 -6.4650 0.150 0.173 -0.162 -0.631
H -0.0549 1.1375 -6.3203 -0.265 0.081 0.040 0.303
H 0.9571 0.0577 -6.0012 0.057 -0.269 0.195 0.327
O 5.4017 0.1010 -4.0265 -0.030 -0.317 0.159 -0.609
H 5.4206 0.9844 -3.6584 -0.059 0.372 0.149 0.326
H 5.7443 0.2035 -4.9144 0.060 0.001 -0.225 0.286
O -3.2000 0.8556 -5.3381 0.282 -0.002 0.219 -0.561
H -3.8361 1.5529 -5.4974 -0.161 0.178 -0.033 0.279
H -3.4148 0.1827 -5.9841 -0.031 -0.216 -0.189 0.299
O -3.0670 -5.1275 -1.7940 0.000 -0.112 0.382 -0.578
H -3.8289 -4.5566 -1.8928 -0.177 0.121 0.016 0.281
H -2.5930 -5.0406 -2.6210 0.253 -0.005 -0.414 0.334
O 3.8165 1.2806 1.9259 -0.084 0.017 0.336 -0.605
H 3.2653 1.8915 1.4368 -0.121 0.223 -0.171 0.292
H 4.1351 0.6642 1.2665 0.188 -0.261 -0.182 0.306
C 0.8878 6.3090 3.0730 0.483 0.174 0.317 -1.324
C -0.4134 5.5852 2.5838 0.403 5.771 1.923 0.415
C -1.0671 6.5152 1.5254 -0.133 -1.582 -0.455 -1.256
O -0.1672 4.3461 2.2199 0.253 -3.697 -1.917 -0.330
H 1.4961 6.7787 2.3001 -0.212 -0.109 -0.388 0.282
H 1.5837 5.6629 3.6082 -0.133 -0.617 -0.098 0.395
H 0.7259 7.0821 3.8242 -0.563 0.234 -0.160 0.385
H -1.0363 5.6424 3.4765 -0.600 -0.264 0.110 0.257
H -1.3344 7.4839 1.9476 0.291 -0.094 -0.064 0.356
H -1.9587 6.0700 1.0839 -0.449 -0.127 0.463 0.286
H -0.4577 6.5904 0.6248 0.564 0.465 0.232 0.315
H 0.1099 3.8474 2.9920 0.076 -0.218 -0.042 0.236
C -1.0872 -6.5676 3.3581 1.025 1.115 0.661 -1.315
C -0.7907 -6.8672 1.9168 1.022 0.118 0.130 0.665
C 0.2839 -7.8994 1.6029 0.763 -0.627 0.133 -1.227
O -1.9711 -7.3270 1.3373 -1.307 0.345 -1.073 -0.562
H -1.6145 -5.6173 3.4414 -1.129 -0.397 -0.248 0.262
H -0.2081 -6.1897 3.8802 0.650 -0.837 0.194 0.419
H -1.5517 -7.3994 3.8876 -0.029 0.201 -0.033 0.302
H -0.5510 -5.9319 1.4111 0.415 0.242 0.161 0.267
H 1.0692 -7.6191 0.9008 -0.198 0.629 -0.151 0.298
H -0.2081 -8.7387 1.1114 -0.004 -0.163 0.329 0.313
H 0.8553 -8.2470 2.4636 -0.291 -0.114 0.265 0.300
H -2.1351 -6.6142 0.7155 -0.964 -0.461 -0.443 0.258
C 0.0999 0.9282 -2.1905 1.177 0.330 1.264 -1.487
C 0.4260 -0.5735 -2.3765 -1.857 1.511 -0.538 1.048
C 0.0379 -1.4335 -1.2206 -0.639 -1.052 1.086 -1.602
O -0.4232 -0.9484 -3.4516 -0.213 -1.287 -1.476 -0.490
H 0.6799 1.6177 -2.8038 0.463 -0.266 0.080 0.436
H 0.2561 1.1487 -1.1345 0.330 0.470 0.017 0.297
H -0.9183 1.2786 -2.3599 -0.456 -0.902 -0.129 0.377
H 1.4561 -0.7934 -2.6568 0.121 0.401 -0.021 0.150
H -1.0044 -1.3915 -0.9042 -0.275 0.941 -0.222 0.283
H 0.6104 -1.2878 -0.3045 0.369 -0.018 -0.177 0.370
H 0.0368 -2.4852 -1.5070 0.789 -0.149 -0.122 0.386
H -0.9504 -0.1992 -3.7387 0.077 0.000 0.115 0.225
C 1.4980 -1.3329 4.7009 -0.518 -0.781 -0.060 -1.416
C 0.4378 -0.3196 4.1049 2.149 -2.987 -0.663 0.875
C -0.9726 -0.8201 4.1803 -0.532 0.319 0.404 -1.349
O 0.5085 0.8578 4.7761 -0.191 2.356 1.001 -0.594
H 1.4358 -1.4318 5.7846 -0.350 0.248 0.116 0.357
H 2.5634 -1.2314 4.4944 -0.019 1.116 -0.318 0.371
H 1.3672 -2.3448 4.3175 -0.593 -0.138 -0.146 0.343
H 0.7287 -0.2022 3.0611 -0.066 0.152 -0.372 0.106
H -1.2807 -0.7695 5.2246 -0.089 -0.259 0.105 0.353
H -1.1464 -1.8227 3.7896 0.249 0.086 -0.026 0.359
H -1.6110 -0.1101 3.6545 -0.111 -0.068 -0.140 0.252
H 1.4048 1.1987 4.7305 0.121 -0.002 0.012 0.349
C 5.7684 6.2554 -2.7358 0.727 1.813 -0.196 -1.201
C 6.2703 4.8863 -2.5365 -0.106 -0.650 0.600 0.437
C 6.8529 4.5543 -1.1521 0.807 0.639 -0.548 -1.308
O 5.1730 4.0467 -2.8267 -0.017 -1.151 -0.368 -0.472
H 5.5975 6.4389 -3.7966 -0.338 -0.167 0.000 0.299
H 6.5767 6.9431 -2.4869 -0.156 0.429 0.342 0.348
H 4.8621 6.4833 -2.1748 0.082 0.029 0.148 0.327
H 7.0415 4.7543 -3.2954 -0.001 -0.622 -0.027 0.270
H 7.0233 3.4820 -1.0562 -0.381 0.028 0.158 0.326
H 6.3258 5.0015 -0.3093 -0.518 -0.364 -0.083 0.315
H 7.8432 5.0038 -1.0792 0.217 0.087 -0.086 0.391
H 4.5117 4.2723 -2.1685 -0.406 -0.180 0.107 0.259
C 5.4622 -3.8649 -1.6177 -1.619 0.002 -0.077 -1.451
C 5.2187 -3.2794 -0.2089 2.000 -0.271 -1.640 0.703
C 5.9866 -4.1510 0.8428 -1.065 0.589 0.701 -1.289
O 5.7223 -1.9329 -0.2891 0.189 0.378 1.498 -0.549
H 4.8375 -3.3149 -2.3215 0.244 0.594 -0.164 0.374
H 5.0107 -4.8458 -1.7667 0.576 -0.462 0.412 0.386
H 6.4996 -3.8069 -1.9472 -0.017 -0.201 0.272 0.373
H 4.1532 -3.1442 -0.0229 -0.024 -0.662 0.322 0.161
H 5.7339 -5.2093 0.7781 -0.037 -0.030 -0.575 0.336
H 5.6610 -3.9241 1.8580 -0.082 0.422 0.100 0.343
H 7.0719 -4.0606 0.8863 -0.056 0.267 -0.661 0.323
H 5.9560 -1.6278 -1.1688 -0.174 -0.540 -0.220 0.286
C -5.6397 3.5357 1.2669 -0.347 0.157 -0.942 -1.290
C -4.8072 2.3762 0.6535 -0.557 0.971 -0.820 0.570
C -5.3094 1.7510 -0.6608 -0.768 -0.123 0.438 -1.327
O -3.5662 2.9039 0.2166 0.895 -0.090 0.321 -0.393
H -5.7495 4.3340 0.5329 -0.319 -0.297 -0.645 0.312
H -5.2103 4.1638 2.0475 0.557 -0.913 0.593 0.356
H -6.6362 3.2194 1.5750 0.021 -0.055 0.059 0.350
H -4.7606 1.5445 1.3565 0.596 0.044 0.297 0.224
H -4.5709 1.0248 -1.0004 0.022 -0.040 0.166 0.310
H -5.4565 2.4457 -1.4878 0.048 0.372 0.260 0.298
H -6.2528 1.2284 -0.5032 -0.087 -0.059 -0.026 0.407
H -2.9848 3.0971 0.9557 0.057 0.090 0.209 0.185
C -5.5978 -3.6617 2.0364 1.554 -0.624 0.947 -1.518
C -6.2150 -5.0272 2.4647 -0.579 2.178 -0.944 0.720
C -7.3000 -4.8077 3.5136 0.915 0.128 0.707 -1.275
O -6.8971 -5.5188 1.3520 -0.790 -0.953 -1.374 -0.540
H -6.1555 -3.0170 1.3571 -0.497 -0.212 0.358 0.419
H -4.6252 -3.8345 1.5756 0.020 -0.305 -0.582 0.367
H -5.2448 -3.1343 2.9226 -0.518 0.435 0.149 0.369
H -5.4114 -5.7317 2.6790 -0.005 0.105 0.804 0.196
H -6.9333 -4.0868 4.2444 0.150 -0.272 0.394 0.337
H -7.5485 -5.7442 4.0130 -0.292 0.137 -0.032 0.325
H -8.1737 -4.3037 3.1005 0.005 -0.434 -0.380 0.326
H -6.4514 -5.2258 0.5538 0.064 -0.202 -0.051 0.272
```
Forces are in eV/Å.

E_HOMO   -10.04 eV
HOMO-LUMO gap   9.73 eV
LUMO   -0.31 eV
Total charge   0
Spin multiplicity   1
Energy relative to the best compared isomer or geometry (same formula, charge and spin)   113.9 kcal per mole